C3H6O5P | ωB97M-V with the def2-TZVPD basis set

Properties
LUMO energy: -0.168 Ha
Kohn-Sham gap: 10.435 eV
Relative energy (zero: lowest compared OMol25 entry of this formula, charge and spin): 28.6 kcal/mol
HOMO energy: -15.02 eV
E: -22727.7068 eV

Geometry as ORCA input:
```
! wB97M-V def2-TZVPD RIJCOSX def2/J DEFGRID3
* xyz 1 1
C 1.83 0.09 -0.45
C 0.92 -0.36 0.71
C 1.07 0.99 0.33
O -0.40 -0.93 0.52
O -1.07 0.60 -1.42
O -2.81 -0.67 -0.13
O -1.72 1.28 0.98
O 0.56 2.05 0.52
P -1.43 0.10 -0.03
H 1.69 -0.15 -1.47
H 2.83 -0.11 -0.21
H 1.38 -0.74 1.65
H -1.85 0.82 -1.93
H -2.95 -1.23 0.71
H -0.86 1.84 1.30
*
```

natural (NBO) charges in e: number 1, C, carries -0.51; number 2, C, carries -0.04; number 3, C, carries 0.55; number 4, O, carries -0.74; number 5, O, carries -0.96; number 6, O, carries -0.95; number 7, O, carries -0.99; number 8, O, carries -0.46; number 9, P, carries 2.58; number 10, H, carries 0.29; number 11, H, carries 0.29; number 12, H, carries 0.27; number 13, H, carries 0.56; number 14, H, carries 0.55; number 15, H, carries 0.57